The following is a quantum chemistry calculation of C22H20F4IrN9O2S as an isolated structure, from the OMol25 dataset.

Element x y z (Å)
Ir1 -0.3472 0.8745 0.4942
C1 0.2408 3.6227 -0.6331
N1 0.9553 2.3924 -0.2021
C2 1.9228 2.8044 0.8507
C3 1.6567 1.7968 -1.3677
C4 2.0874 0.4020 -0.9839
N2 0.9111 -0.2556 -0.4019
C5 0.8706 -1.6438 -0.3040
C6 -0.3408 -2.3324 -0.4898
F1 -1.4208 -1.6802 -0.9206
C7 -0.4225 -3.6967 -0.3146
F2 -1.6000 -4.2908 -0.4930
C8 0.6950 -4.4429 0.0067
C9 1.9055 -3.7916 0.1182
F3 3.0075 -4.4770 0.3934
C10 2.0118 -2.4221 -0.0503
F4 3.2116 -1.8685 0.0410
H1 0.9776 4.3587 -0.9594
H2 -0.3114 4.0269 0.2138
H3 -0.4468 3.3948 -1.4380
H4 2.5986 3.5560 0.4373
H5 2.4840 1.9517 1.2116
H6 1.3679 3.2398 1.6797
H7 2.5029 2.4202 -1.6610
H8 0.9381 1.7548 -2.1861
H9 2.8848 0.4075 -0.2401
H10 2.4190 -0.1733 -1.8481
H11 0.6294 -5.5140 0.1375
N3 2.6319 2.9364 7.9661
C11 2.4100 2.2188 6.8326
C12 3.3065 2.2840 5.7558
C13 3.0723 1.5624 4.6048
C14 1.9369 0.7649 4.5068
C15 1.0416 0.6770 5.5708
C16 1.2707 1.4028 6.7160
S1 1.6955 -0.1881 3.0702
O1 2.6928 0.1992 2.1060
O2 1.5384 -1.5756 3.3823
N4 0.2498 0.3370 2.4096
C17 -0.9108 -0.3536 2.6883
N5 -1.6675 -0.3175 1.5647
C18 -2.8491 -0.9337 1.5340
C19 -3.2795 -1.5935 2.6646
C20 -2.4596 -1.5326 3.7884
N6 -1.2855 -0.9053 3.8209
H12 3.4833 3.4518 8.0882
H13 2.0353 2.8303 8.7650
H14 4.1934 2.8999 5.8342
H15 3.7724 1.6085 3.7820
H16 0.1747 0.0324 5.5024
H17 0.5748 1.3391 7.5431
H18 -3.4202 -0.8788 0.6171
H19 -4.2243 -2.1139 2.6848
H20 -2.7722 -1.9986 4.7155
N7 -1.6001 1.3972 -0.9747
C21 -2.5194 1.0423 -1.6378
N8 -3.4048 0.7066 -2.4302
C22 -4.6892 0.4661 -2.2204
N9 -5.8147 0.2599 -2.0798

Calculated values
**E**: -2395.326494 a.u.
**Total charge**: +1
**HOMO (spin up / spin down)**: -10.74 / -10.74 eV
**⟨S²⟩**: 0.774
**Energy relative to the best compared isomer or geometry (same formula, charge and spin)**: 0.491 eV
**Strongest force on any atom**: 0.45 eV Å⁻¹
**Spin multiplicity**: 2

Atom charges from the Löwdin analysis, given in e for atoms 1 to 6: atom 1 (Ir): 1.512, atom 2 (C): -0.070, atom 3 (N): -0.392, atom 4 (C): -0.054, atom 5 (C): -0.155, atom 6 (C): -0.143